{
  "formula": "C4H6N2O",
  "method": "ωB97M-V with the def2-TZVPD basis set",
  "symbols": ["N", "C", "C", "N", "C", "C", "O", "H", "H", "H", "H", "H", "H"],
  "positions_angstrom": [[-1.039, -1.451, 0.232], [-0.966, -0.099, -0.244], [0.383, 0.152, 0.283], [1.119, 1.240, 0.785], [0.349, -1.389, -0.304], [0.325, -0.111, -1.167], [-1.981, 0.843, -0.159], [-1.609, 1.703, 0.093], [-1.656, -2.003, -0.361], [2.121, 1.071, 0.790], [0.844, 1.481, 1.734], [1.172, -1.974, 0.076], [0.939, 0.539, -1.758]],
  "multiplicity": 1,
  "e_lumo_ev": 0.81,
  "homo_ha": -0.2952,
  "charge": 0,
  "e_above_lowest_kcal_mol": 143.1
}


{
  "formula": "C4H2IOS",
  "method": "ωB97M-V with the def2-TZVPD basis set",
  "symbols": ["C", "C", "C", "C", "O", "S", "I", "H", "H"],
  "positions_angstrom": [[-1.192, -0.177, -0.481], [0.633, 0.813, 0.533], [-1.367, -1.407, -0.100], [1.295, 0.871, -0.616], [-0.794, 0.842, 0.345], [-2.050, -2.816, 0.224], [3.461, 0.991, 0.045], [-0.999, 0.146, -1.471], [1.012, 0.736, 1.520]],
  "multiplicity": 1,
  "e_lumo_ev": 2.58,
  "homo_ha": -0.1418,
  "charge": -1,
  "e_above_lowest_kcal_mol": 78.6
}


{
  "formula": "C8H32BF4N4O4S2",
  "method": "ωB97M-V with the def2-TZVPD basis set",
  "symbols": ["N", "H", "H", "H", "H", "N", "H", "H", "H", "H", "N", "H", "H", "H", "H", "N", "H", "H", "H", "H", "B", "F", "F", "F", "F", "C", "C", "C", "S", "O", "O", "C", "H", "H", "H", "H", "H", "H", "H", "H", "C", "C", "C", "S", "O", "O", "C", "H", "H", "H", "H", "H", "H", "H", "H"],
  "positions_angstrom": [[-4.995, -28.803, -8.642], [-4.489, -28.032, -8.211], [-4.660, -29.675, -8.211], [-4.901, -28.879, -9.657], [-5.955, -28.744, -8.292], [-4.722, -25.280, -4.538], [-3.930, -25.612, -5.094], [-4.917, -26.040, -3.887], [-5.441, -25.283, -5.297], [-4.652, -24.346, -4.129], [-8.805, -27.273, -4.594], [-8.980, -27.215, -3.587], [-8.466, -28.208, -4.819], [-8.044, -26.613, -4.878], [-9.640, -26.992, -5.113], [-9.014, -22.667, -7.316], [-8.594, -21.739, -7.208], [-9.666, -22.885, -6.568], [-8.190, -23.303, -7.440], [-9.533, -22.650, -8.205], [-7.307, -25.562, -7.469], [-6.717, -26.453, -8.369], [-6.981, -25.860, -6.072], [-6.866, -24.254, -7.752], [-8.684, -25.593, -7.555], [-10.812, -27.851, -11.660], [-10.470, -27.798, -10.166], [-11.421, -26.771, -9.567], [-11.413, -25.392, -10.734], [-10.451, -24.417, -10.262], [-12.764, -25.047, -11.067], [-10.730, -26.377, -12.103], [-11.797, -28.209, -11.947], [-10.008, -28.352, -12.197], [-9.436, -27.459, -10.061], [-10.615, -28.778, -9.710], [-11.296, -26.339, -8.577], [-12.438, -27.156, -9.661], [-9.707, -26.004, -12.169], [-11.308, -26.084, -12.976], [-2.971, -21.833, -9.072], [-1.525, -22.347, -8.776], [-1.395, -22.390, -7.240], [-3.032, -22.225, -6.462], [-3.188, -20.948, -5.837], [-3.254, -23.385, -5.585], [-3.935, -22.327, -8.033], [-3.265, -22.215, -10.051], [-2.959, -20.748, -9.146], [-0.905, -21.520, -9.098], [-1.443, -23.356, -9.160], [-0.778, -21.596, -6.813], [-0.884, -23.263, -6.830], [-4.809, -21.702, -7.850], [-4.191, -23.388, -8.005]],
  "multiplicity": 1,
  "e_lumo_ev": -9.36,
  "homo_ha": -0.5947,
  "charge": 3
}


{
  "formula": "C4H9NO2",
  "method": "ωB97M-V with the def2-TZVPD basis set",
  "symbols": ["O", "C", "C", "C", "N", "C", "O", "H", "H", "H", "H", "H", "H", "H", "H", "H"],
  "positions_angstrom": [[-2.968, -0.297, -1.336], [-2.574, -1.030, -0.480], [-1.370, -0.861, 0.383], [-0.442, 0.269, -0.150], [0.741, 0.479, 0.618], [2.089, 0.476, 0.183], [2.536, 1.780, -0.222], [-3.129, -1.972, -0.273], [-1.664, -0.626, 1.407], [-0.743, -1.753, 0.408], [-0.123, -0.044, -1.151], [-1.022, 1.161, -0.362], [0.668, 0.889, 1.535], [2.693, 0.134, 1.019], [2.164, -0.206, -0.664], [3.144, 1.600, -0.914]],
  "multiplicity": 1,
  "smiles": "O=CCCNCO",
  "e_lumo_ev": 0.90,
  "homo_ha": -0.3255,
  "charge": 0,
  "e_above_lowest_kcal_mol": 49.1
}


{
  "formula": "C23H22BiBrFN4O3Se",
  "method": "ωB97M-V with the def2-TZVPD basis set",
  "symbols": ["Bi", "C", "C", "N", "C", "C", "C", "O", "O", "C", "O", "C", "C", "C", "F", "C", "C", "C", "N", "C", "C", "N", "C", "C", "H", "H", "H", "H", "H", "H", "H", "H", "H", "H", "H", "H", "H", "H", "H", "H", "H", "H", "Br", "C", "C", "C", "C", "C", "C", "H", "H", "H", "H", "Se", "C", "N"],
  "positions_angstrom": [[-2.146, -2.493, 3.552], [-0.719, 4.409, 0.298], [0.551, 3.590, 0.509], [0.254, 2.176, 0.756], [0.000, 1.796, 2.026], [-0.354, 0.542, 2.420], [-0.628, 0.383, 3.900], [-0.221, 1.246, 4.650], [-1.313, -0.646, 4.314], [-0.388, -0.512, 1.454], [-0.561, -1.713, 1.712], [-0.156, -0.083, 0.066], [-0.251, -1.029, -0.952], [-0.124, -0.657, -2.261], [-0.277, -1.602, -3.215], [0.119, 0.673, -2.628], [0.242, 1.607, -1.612], [0.114, 1.256, -0.264], [0.244, 1.119, -3.973], [-0.823, 1.982, -4.456], [-0.326, 2.805, -5.635], [0.140, 1.864, -6.704], [1.226, 0.969, -6.185], [0.678, 0.187, -5.001], [-0.466, 5.457, 0.138], [-1.363, 4.346, 1.175], [-1.280, 4.050, -0.566], [1.099, 3.964, 1.371], [1.212, 3.671, -0.350], [0.108, 2.552, 2.794], [-0.449, -2.060, -0.690], [0.470, 2.626, -1.895], [-1.148, 2.654, -3.666], [-1.705, 1.398, -4.771], [0.526, 3.415, -5.340], [-1.109, 3.446, -6.036], [0.444, 2.373, -7.533], [-0.650, 1.277, -6.984], [2.063, 1.597, -5.887], [1.547, 0.301, -6.982], [1.465, -0.454, -4.615], [-0.135, -0.467, -5.349], [3.431, -6.019, 5.471], [1.863, -5.058, 4.993], [1.783, -3.705, 5.277], [0.642, -3.009, 4.912], [-0.404, -3.661, 4.273], [-0.309, -5.020, 4.004], [0.826, -5.729, 4.369], [2.594, -3.203, 5.785], [0.563, -1.958, 5.160], [-1.121, -5.551, 3.519], [0.901, -6.789, 4.167], [-3.448, -2.404, 5.868], [-2.053, -2.822, 6.958], [-1.178, -3.086, 7.660]],
  "multiplicity": 1,
  "e_lumo_ev": -3.53,
  "homo_ha": -0.3727,
  "charge": 1
}


{
  "formula": "C44H55NP2SiV",
  "method": "ωB97M-V with the def2-TZVPD basis set",
  "symbols": ["V", "C", "C", "C", "P", "C", "C", "C", "C", "C", "C", "C", "C", "C", "C", "N", "C", "C", "C", "C", "C", "C", "C", "P", "C", "C", "C", "C", "C", "C", "H", "H", "H", "H", "H", "H", "H", "H", "H", "H", "H", "H", "H", "H", "H", "H", "H", "H", "H", "H", "H", "H", "H", "H", "H", "H", "H", "H", "H", "H", "H", "H", "H", "H", "H", "H", "H", "H", "H", "H", "C", "C", "C", "C", "C", "C", "Si", "C", "C", "C", "C", "C", "C", "C", "C", "C", "C", "C", "C", "H", "H", "H", "H", "H", "H", "H", "H", "H", "H", "H", "H", "H", "H", "H"],
  "positions_angstrom": [[-0.415, 0.096, 0.273], [0.127, -1.780, 3.512], [-0.349, -2.881, 2.557], [0.054, -4.238, 3.139], [0.160, -2.362, 0.859], [-0.070, -3.645, -0.453], [0.194, -5.100, -0.082], [0.799, -3.239, -1.649], [1.928, -1.939, 0.974], [2.856, -2.638, 1.746], [4.118, -2.126, 2.011], [5.110, -2.883, 2.853], [4.420, -0.857, 1.511], [3.525, -0.160, 0.722], [2.285, -0.712, 0.403], [1.344, -0.046, -0.440], [1.743, 0.286, -1.764], [3.044, 0.171, -2.248], [3.358, 0.559, -3.542], [2.406, 1.076, -4.413], [2.762, 1.542, -5.799], [1.101, 1.140, -3.945], [0.761, 0.735, -2.659], [-0.942, 0.676, -2.070], [-1.712, -0.735, -2.995], [-2.145, -0.397, -4.418], [-2.847, -1.383, -2.199], [-1.731, 2.228, -2.652], [-3.188, 2.295, -2.196], [-0.915, 3.438, -2.185], [-0.335, -1.915, 4.492], [-0.125, -0.779, 3.172], [1.210, -1.831, 3.640], [-1.442, -2.835, 2.491], [1.095, -4.229, 3.462], [-0.090, -5.076, 2.467], [-0.549, -4.420, 4.032], [-1.121, -3.544, -0.739], [1.197, -5.233, 0.330], [0.126, -5.711, -0.984], [-0.533, -5.486, 0.628], [1.848, -3.463, -1.446], [0.734, -2.176, -1.880], [0.498, -3.804, -2.533], [2.590, -3.604, 2.155], [4.834, -3.933, 2.941], [5.161, -2.466, 3.861], [6.112, -2.830, 2.427], [5.382, -0.410, 1.739], [3.780, 0.824, 0.347], [3.834, -0.232, -1.629], [4.384, 0.458, -3.877], [3.754, 1.198, -6.088], [2.761, 2.632, -5.857], [2.049, 1.174, -6.537], [0.327, 1.516, -4.606], [-0.889, -1.454, -3.052], [-2.976, 0.311, -4.426], [-2.485, -1.304, -4.921], [-1.330, 0.020, -5.009], [-3.707, -0.717, -2.098], [-2.524, -1.672, -1.196], [-3.190, -2.284, -2.712], [-1.709, 2.186, -3.744], [-3.263, 2.292, -1.109], [-3.784, 1.470, -2.590], [-3.639, 3.227, -2.543], [-0.652, 3.359, -1.129], [-1.503, 4.350, -2.305], [0.008, 3.544, -2.754], [-3.431, 6.099, 0.689], [-2.042, 6.081, 0.675], [-1.362, 4.904, 0.950], [-2.056, 3.723, 1.235], [-3.450, 3.765, 1.269], [-4.135, 4.942, 0.993], [-1.084, 2.170, 1.589], [0.092, 2.480, 3.015], [1.307, 1.793, 3.092], [2.153, 1.942, 4.183], [1.799, 2.796, 5.218], [0.603, 3.501, 5.155], [-0.240, 3.345, 4.063], [-2.278, 0.787, 2.114], [-2.935, 0.087, 1.090], [-3.742, -1.023, 1.348], [-3.917, -1.444, 2.653], [-3.281, -0.759, 3.693], [-2.462, 0.322, 3.426], [-3.963, 7.018, 0.478], [-1.490, 6.986, 0.456], [-0.276, 4.907, 0.946], [-4.012, 2.873, 1.524], [-5.217, 4.958, 1.026], [1.615, 1.138, 2.283], [3.091, 1.400, 4.219], [2.457, 2.920, 6.068], [0.330, 4.175, 5.956], [-1.167, 3.907, 4.022], [-2.895, 0.468, 0.065], [-4.244, -1.529, 0.533], [-4.555, -2.290, 2.873], [-3.432, -1.081, 4.716], [-1.956, 0.827, 4.243]],
  "multiplicity": 3,
  "s2": 2.12,
  "e_lumo_ev": [-2.99, -2.45],
  "homo_ha": [-0.3709, -0.3667],
  "charge": 1,
  "e_above_lowest_kcal_mol": 0.0
}


{
  "formula": "C4H20ClO6",
  "method": "ωB97M-V with the def2-TZVPD basis set",
  "symbols": ["Cl", "O", "H", "H", "O", "H", "H", "O", "H", "H", "O", "H", "H", "C", "C", "O", "H", "H", "H", "H", "H", "H", "C", "C", "O", "H", "H", "H", "H", "H", "H"],
  "positions_angstrom": [[10.979, -3.853, -9.643], [13.075, -7.420, -6.653], [12.687, -6.545, -6.627], [13.968, -7.296, -6.330], [10.980, -7.640, -12.319], [10.939, -6.785, -11.891], [10.066, -7.871, -12.482], [6.930, -7.165, -8.476], [7.155, -7.869, -7.868], [7.766, -6.744, -8.674], [15.423, -4.514, -8.648], [15.729, -4.062, -7.862], [14.585, -4.099, -8.852], [5.589, -2.003, -12.033], [6.697, -2.151, -13.056], [7.746, -1.224, -12.823], [5.905, -2.059, -10.991], [4.760, -2.688, -12.210], [5.153, -1.031, -12.264], [6.286, -1.891, -14.032], [7.148, -3.142, -13.104], [8.165, -1.452, -11.990], [12.094, -4.005, -2.670], [11.276, -3.492, -3.887], [12.036, -2.831, -4.828], [11.446, -4.628, -2.053], [12.489, -3.164, -2.100], [12.994, -4.572, -2.906], [10.425, -2.875, -3.599], [10.869, -4.440, -4.239], [11.687, -3.091, -5.683]],
  "multiplicity": 1,
  "e_lumo_ev": 2.80,
  "homo_ha": -0.1647,
  "charge": -1,
  "e_above_lowest_kcal_mol": 41.5
}


{
  "formula": "C5H9NO7S2",
  "method": "ωB97M-V with the def2-TZVPD basis set",
  "symbols": ["C", "C", "C", "C", "C", "N", "O", "O", "O", "O", "O", "O", "O", "S", "S", "H", "H", "H", "H", "H", "H", "H", "H", "H"],
  "positions_angstrom": [[0.804, -0.130, 1.687], [1.044, 0.986, -1.362], [1.573, -1.423, -1.880], [-0.924, -0.749, -1.283], [0.643, -0.495, -1.011], [-0.773, 0.007, 1.974], [-2.957, -1.431, 2.525], [-0.685, 2.452, 3.050], [1.363, -0.744, 2.554], [-2.975, 1.018, 2.201], [1.022, 1.286, 1.621], [-1.050, 2.269, 0.677], [1.019, -0.802, 0.360], [-2.483, -0.306, 1.661], [-0.586, 1.593, 1.882], [1.114, 0.985, -2.470], [0.269, 1.587, -0.876], [2.013, 1.090, -0.886], [1.898, -2.240, -1.324], [2.396, -0.812, -2.184], [0.995, -1.791, -2.757], [-1.020, -1.211, -2.257], [-1.324, -1.354, -0.495], [-1.376, 0.216, -1.405]],
  "multiplicity": 1,
  "e_lumo_ev": 5.57,
  "homo_ha": -0.0334,
  "charge": -2,
  "e_above_lowest_kcal_mol": 35.3
}


{
  "formula": "C21H39F2N2O5",
  "method": "ωB97M-V with the def2-TZVPD basis set",
  "symbols": ["C", "C", "C", "C", "C", "C", "O", "C", "C", "C", "C", "O", "C", "C", "O", "C", "N", "C", "O", "F", "C", "O", "F", "N", "H", "H", "H", "H", "H", "H", "H", "H", "H", "H", "H", "H", "H", "H", "H", "H", "H", "H", "H", "H", "H", "H", "H", "H", "H", "C", "C", "C", "C", "C", "C", "H", "H", "H", "H", "H", "H", "H", "H", "H", "H", "H", "H", "H", "H"],
  "positions_angstrom": [[-0.402, -1.633, -3.489], [0.246, -1.498, -2.018], [1.714, -2.133, -1.859], [2.928, -1.164, -2.277], [2.800, 0.199, -1.429], [2.307, 1.381, -2.408], [2.574, 2.700, -1.853], [2.667, 2.691, -0.410], [2.742, 4.208, 0.109], [1.237, 4.808, 0.149], [0.482, 4.582, 1.548], [0.102, 3.196, 1.778], [-0.591, 3.025, 3.011], [-0.563, 1.560, 3.698], [-1.260, 3.925, 3.580], [3.888, 1.752, 0.160], [3.518, 1.371, 1.534], [4.144, 2.191, 2.591], [5.382, 2.242, 2.710], [3.230, 2.906, 3.440], [3.484, -0.056, 1.829], [4.481, -0.829, 1.876], [2.194, -0.651, 2.080], [4.127, 0.683, -0.843], [-1.552, -1.673, -3.331], [-0.114, -2.583, -4.056], [-0.180, -0.659, -4.061], [0.147, -0.403, -1.703], [-0.447, -2.097, -1.303], [1.796, -3.068, -2.542], [1.830, -2.451, -0.752], [3.942, -1.692, -2.132], [2.875, -0.862, -3.395], [2.060, 0.000, -0.564], [2.955, 1.292, -3.369], [1.212, 1.230, -2.753], [1.705, 2.236, 0.062], [3.305, 4.822, -0.698], [3.317, 4.356, 1.088], [1.353, 5.951, 0.015], [0.678, 4.329, -0.747], [-0.509, 5.186, 1.479], [1.046, 5.054, 2.446], [0.186, 0.844, 3.171], [-0.223, 1.599, 4.801], [-1.581, 1.033, 3.664], [4.829, 2.429, 0.187], [4.758, -0.091, -0.569], [4.602, 1.141, -1.658], [-6.396, -4.541, -0.177], [-5.671, -3.381, -0.847], [-4.151, -3.550, -0.864], [-3.484, -3.606, 0.514], [-3.737, -2.393, 1.408], [-3.192, -1.095, 0.829], [-6.119, -4.638, 0.875], [-7.477, -4.384, -0.221], [-6.171, -5.484, -0.682], [-5.947, -2.443, -0.356], [-6.024, -3.301, -1.880], [-3.713, -2.733, -1.449], [-3.903, -4.471, -1.406], [-2.402, -3.722, 0.369], [-3.813, -4.507, 1.041], [-3.256, -2.570, 2.377], [-4.806, -2.283, 1.614], [-2.113, -1.168, 0.661], [-3.370, -0.268, 1.523], [-3.673, -0.841, -0.118]],
  "multiplicity": 1,
  "e_lumo_ev": -4.24,
  "homo_ha": -0.4658,
  "charge": 1
}